Entry 1:
An isolated molecule of CH2FNO2. Source: the OMol25 dataset; level of theory: wB97M-V/def2-TZVPD.

```
7
Properties=species:S:1:pos:R:3:nbo_charge:R:1
O 1.55754 -0.55921 0.08928 -0.548
N 0.27139 -0.98124 -0.03106 -0.206
C -0.68879 0.03265 0.02333 0.752
O -1.07487 1.53179 0.05850 -0.650
F -1.90037 -0.57275 0.06185 -0.314
H 1.96105 -1.29496 -0.37707 0.480
H -0.12595 1.84372 0.17516 0.486
```

Computed properties:
- energy above the lowest of the compared OMol25 structures with the same formula, charge and spin (eV) = 2.0385
- HOMO level (eV) = -9.7
- orbital gap (eV) = 10.04
- E (eV) = -9368.1601
- LUMO level (Ha) = 0.012

Entry 2:
A structure of composition CH2FNOS. Source: the OMol25 dataset; level of theory: wB97M-V/def2-TZVPD.

```
7
Properties=species:S:1:pos:R:3:nbo_charge:R:1
C -1.27556 -0.99680 -1.39354 -0.450
N 0.73232 0.83156 1.26158 -0.134
O 0.40559 -1.80134 0.38781 -0.897
F 0.40787 2.10115 0.88822 -0.228
S -0.23083 -0.64745 -0.20043 1.216
H -1.74056 -0.17205 -1.91783 0.186
H 1.70117 0.68493 0.97418 0.308
```

Computed properties:
- energy above the lowest of the compared OMol25 structures with the same formula, charge and spin (eV) = 7.5357
- HOMO level (spin up / spin down) (eV) = -10.2 / -10.0
- orbital gap (spin up / spin down) (eV) = 8.96 / 7.93
- E (eV) = -18151.9898
- LUMO level (spin up / spin down) (Ha) = -0.046 / -0.075

Entry 3:
A cluster of 2 separate species, CH2FPSi in total. Source: the OMol25 dataset; level of theory: wB97M-V/def2-TZVPD.

```
6
Properties=species:S:1:pos:R:3:nbo_charge:R:1
C -1.68099 -0.36990 -0.19472 -0.088
F -1.38853 0.25921 -1.27251 -0.284
Si 1.80915 0.21373 0.66186 0.564
P -2.06316 -1.10539 1.13249 0.375
H 2.71945 0.00309 -0.45283 -0.287
H 0.60408 0.99926 0.12570 -0.280
```

Computed properties:
- energy above the lowest of the compared OMol25 structures with the same formula, charge and spin (eV) = 2.9669
- HOMO level (eV) = -8.4
- orbital gap (eV) = 7.33
- E (eV) = -20947.9788
- LUMO level (Ha) = -0.038

Entry 4:
A structure of composition CH2I2S3. Source: the OMol25 dataset; level of theory: wB97M-V/def2-TZVPD.

```
8
Properties=species:S:1:pos:R:3:nbo_charge:R:1
C 1.35271 -0.54978 -0.21102 -0.649
S -3.10812 0.60309 -0.30297 -0.145
S 0.13628 0.99020 -0.82761 0.085
S -1.28035 1.46161 0.45248 0.019
I 1.09479 -1.28266 1.72741 0.223
I 3.27038 0.39148 -0.49210 0.148
H 1.37040 -1.24598 -0.94913 0.175
H -2.83609 -0.36796 0.60295 0.144
```

Computed properties:
- energy above the lowest of the compared OMol25 structures with the same formula, charge and spin (eV) = 0.9250
- HOMO level (eV) = -9.2
- orbital gap (eV) = 8.71
- E (eV) = -49775.4900
- LUMO level (Ha) = -0.019

Entry 5:
A structure of composition CH2I3P. Source: the OMol25 dataset; level of theory: wB97M-V/def2-TZVPD.

```
7
Properties=species:S:1:pos:R:3:nbo_charge:R:1
C -0.56065 -0.32240 0.24456 -0.945
P 0.70472 0.50102 -1.24577 0.337
I -2.28281 0.95641 0.31739 0.230
I -0.76877 -2.27318 -0.59323 0.215
I 0.26177 -0.60529 2.33103 0.176
H 1.93405 -0.03941 -0.58393 -0.001
H 0.71169 1.78286 -0.47006 -0.013
```

Computed properties:
- energy above the lowest of the compared OMol25 structures with the same formula, charge and spin (eV) = 0.7693
- HOMO level (eV) = -9.3
- orbital gap (eV) = 7.98
- E (eV) = -34658.2196
- LUMO level (Ha) = -0.049

Entry 6:
An isolated molecule of CH2INO2S. Source: the OMol25 dataset; level of theory: wB97M-V/def2-TZVPD.

```
8
Properties=species:S:1:pos:R:3:nbo_charge:R:1
C 0.26668 -0.26919 0.48013 -0.179
N 1.03599 -1.14814 0.01558 -0.087
O 2.29713 -0.99535 -0.30716 -0.513
O 2.59918 1.60010 0.40158 -0.885
S 3.04754 0.60062 -0.54280 1.292
I 5.24329 -0.14622 0.07140 -0.035
H -0.82228 -0.63583 0.58072 0.203
H 0.47959 0.84564 0.58244 0.202
```

Computed properties:
- energy above the lowest of the compared OMol25 structures with the same formula, charge and spin (eV) = 0.4204
- HOMO level (eV) = -9.7
- orbital gap (eV) = 8.79
- E (eV) = -25586.8837
- LUMO level (Ha) = -0.035

Entry 7:
A cluster of 2 separate species, CH2INO3 in total. Source: the OMol25 dataset; level of theory: wB97M-V/def2-TZVPD.

```
8
Properties=species:S:1:pos:R:3:nbo_charge:R:1
C -1.00996 -0.97057 1.06180 -0.263
N 1.26626 -2.47491 0.02984 0.728
O 1.80314 -1.50252 0.42928 -0.424
O 1.66060 -3.52359 -0.35323 -0.371
O -0.04892 -2.47988 -0.13168 -0.450
I -2.55461 -0.32232 -0.09886 0.315
H -1.25278 -1.66166 1.81253 0.206
H -0.05099 -0.39994 1.04428 0.259
```

Computed properties:
- energy above the lowest of the compared OMol25 structures with the same formula, charge and spin (eV) = 1.9639
- HOMO level (spin up / spin down) (eV) = -10.0 / -10.0
- orbital gap (spin up / spin down) (eV) = 8.33 / 8.33
- E (eV) = -16795.8908
- LUMO level (spin up / spin down) (Ha) = -0.060 / -0.060

Entry 8:
A cluster of 2 separate species, CH2INS in total. Source: the OMol25 dataset; level of theory: wB97M-V/def2-TZVPD.

```
6
Properties=species:S:1:pos:R:3:nbo_charge:R:1
C 1.30849 -1.09098 1.95580 -0.135
N -1.09021 -0.05629 -0.76961 -1.003
S 2.38701 -0.01640 2.24261 0.131
I 0.48686 1.15774 -0.92545 0.261
H -1.89232 0.63264 -0.83382 0.369
H -1.19983 -0.62671 -1.66954 0.376
```

Computed properties:
- energy above the lowest of the compared OMol25 structures with the same formula, charge and spin (eV) = 2.5610
- HOMO level (eV) = -9.0
- orbital gap (eV) = 8.71
- E (eV) = -21492.2295
- LUMO level (Ha) = -0.009

Entry 9:
A cluster of 2 separate species, CH2INS2 in total. Source: the OMol25 dataset; level of theory: wB97M-V/def2-TZVPD.

```
7
Properties=species:S:1:pos:R:3:nbo_charge:R:1
C -0.17803 0.15089 0.30829 -0.304
N 0.89398 1.36768 -1.08480 -0.877
S 0.75501 -1.00513 0.87175 0.157
S -1.66052 0.80109 0.63267 0.224
I 2.92586 0.82488 -0.87792 0.292
H 0.40444 1.11542 -1.97943 0.354
H -1.97506 -0.31683 1.32800 0.153
```

Computed properties:
- energy above the lowest of the compared OMol25 structures with the same formula, charge and spin (eV) = 1.8194
- HOMO level (spin up / spin down) (eV) = -8.6 / -8.6
- orbital gap (spin up / spin down) (eV) = 8.07 / 8.07
- E (eV) = -32326.8838
- LUMO level (spin up / spin down) (Ha) = -0.021 / -0.021

Entry 10:
A cluster of 2 separate species, CH2IO2P in total. Source: the OMol25 dataset; level of theory: wB97M-V/def2-TZVPD.

```
7
Properties=species:S:1:pos:R:3:nbo_charge:R:1
O -2.08613 -0.88443 -1.99260 -0.970
P -0.95948 -0.36240 -2.72858 1.218
I -0.92662 2.01244 -2.13919 -0.247
C 1.03452 -0.26130 1.70159 0.309
O 1.02947 -1.38373 1.36879 -0.477
H 1.80606 0.43612 1.97678 0.101
H 0.10218 0.44330 1.81321 0.067
```

Computed properties:
- energy above the lowest of the compared OMol25 structures with the same formula, charge and spin (eV) = 0.8942
- HOMO level (eV) = -10.1
- orbital gap (eV) = 8.75
- E (eV) = -22553.0343
- LUMO level (Ha) = -0.049

Entry 11:
A cluster of 2 separate species, CH2IOP in total. Source: the OMol25 dataset; level of theory: wB97M-V/def2-TZVPD.

```
6
Properties=species:S:1:pos:R:3:nbo_charge:R:1
C 0.39433 -0.68000 1.21251 0.352
O -0.71497 -0.57903 1.59822 -0.469
P 0.26146 1.29127 -0.94194 0.118
I 0.01489 -0.09772 -2.88180 -0.101
H -1.10374 1.47926 -0.72576 -0.052
H 1.14803 -1.41378 1.73877 0.151
```

Computed properties:
- energy above the lowest of the compared OMol25 structures with the same formula, charge and spin (eV) = 2.4159
- HOMO level (spin up / spin down) (eV) = -8.2 / -8.6
- orbital gap (spin up / spin down) (eV) = 7.64 / 7.45
- E (eV) = -20503.3431
- LUMO level (spin up / spin down) (Ha) = -0.020 / -0.043

Entry 12:
A cluster of 2 separate species, CH2IOP in total. Source: the OMol25 dataset; level of theory: wB97M-V/def2-TZVPD.

```
6
Properties=species:S:1:pos:R:3:nbo_charge:R:1
C 0.77003 0.75746 -0.51111 0.363
O 0.04086 1.10591 -1.36205 -0.449
P -0.69972 -1.54181 1.41680 0.108
I 0.09056 -3.66325 0.61961 -0.104
H 1.83230 0.94429 -0.35575 0.138
H -1.86856 -1.56422 0.64688 -0.055
```

Computed properties:
- energy above the lowest of the compared OMol25 structures with the same formula, charge and spin (eV) = 2.4727
- HOMO level (spin up / spin down) (eV) = -8.4 / -8.3
- orbital gap (spin up / spin down) (eV) = 7.08 / 8.19
- E (eV) = -20503.2864
- LUMO level (spin up / spin down) (Ha) = -0.047 / -0.004